# 1
Below is a structure of composition C5H8N2O2S, with properties calculated with wB97M-V/def2-TZVPD.

XYZ file:
```
18
Properties=species:S:1:pos:R:3:forces:R:3
S 1.146773 -0.433211 1.983574 -1.07 -0.16 -0.31
O 1.652634 -0.629887 -0.891631 -0.02 -0.47 0.36
O 1.548533 -2.738262 -0.194599 -0.88 -0.62 -0.24
N 1.285138 1.451740 -1.562771 1.10 2.55 -0.46
N -0.462568 0.045698 -0.389649 5.90 -1.51 -2.69
C -0.279565 -1.132222 0.166633 0.28 -0.52 1.24
C 1.011289 -1.678348 -0.287033 1.65 0.05 0.24
C 0.991213 0.535499 -0.564739 -0.96 0.83 1.33
C -1.411383 -2.032265 0.311349 -3.55 0.72 1.91
C 1.348884 1.033948 0.973570 1.60 -2.30 -1.66
H -1.799691 -2.352156 1.318618 1.03 0.53 -0.68
H 1.651361 1.030307 -2.461350 -0.54 0.79 1.80
H 0.699567 1.811665 1.277347 -0.35 1.06 0.09
H 2.450176 1.239692 0.972387 -1.08 0.39 -0.02
H 1.868367 2.267932 -1.169774 -1.22 -1.93 -1.33
H -1.178958 0.592443 -0.174828 -3.56 3.04 1.14
H -2.353275 -1.594423 -0.160174 1.36 -0.42 0.34
H -1.152664 -2.894829 -0.194663 0.29 -2.02 -1.07
```
Positions in Å, forces in eV/Å.

Output
Orbital gap, eV: 8.42
Total energy, eV: -23223.6850
Max |F|, eV Å⁻¹: 6.65
ΔE to the lowest compared entry with this formula, charge and spin, kJ/mol: 232.9
2S+1: 1

=====

# 2
Below is a structure of composition C5H8N2O3, with properties calculated with wB97M-V/def2-TZVPD.

XYZ file:
```
18
Properties=species:S:1:pos:R:3:forces:R:3
O -1.078427 1.624721 2.468145 -0.91 -2.81 -2.63
O 0.917720 2.534895 0.590508 -3.28 -1.34 0.40
O 0.678027 -1.819970 1.736288 0.10 0.17 -1.05
N 0.485293 -2.496994 -0.525747 0.08 -0.65 -0.55
N -0.713136 0.603323 0.044865 0.10 2.18 1.64
C 1.194728 -0.362234 -1.441048 0.25 0.14 -0.21
C 0.166414 -0.441133 -0.318680 0.11 0.64 0.37
C 0.531028 -1.635050 0.551558 -0.31 0.18 1.54
C -0.252989 2.216621 0.533901 2.77 -1.34 -2.70
C 0.154531 -1.429962 -1.468935 -0.04 0.05 -0.30
H -1.057231 2.891304 0.179889 -0.07 -0.53 0.88
H -1.667774 0.527513 -0.290898 0.23 0.23 -0.17
H 2.238636 -0.614895 -1.246049 -0.31 0.04 -0.07
H 1.135075 -3.258129 -0.696128 -0.10 0.22 0.02
H -1.943346 2.076808 2.532834 0.43 -0.54 -0.02
H -1.206903 0.657060 1.692781 0.65 3.53 2.38
H -0.614360 -1.555546 -2.228964 0.24 0.02 0.24
H 1.032708 0.481667 -2.114326 0.06 -0.20 0.22
```
Positions in Å, forces in eV/Å.

Output
Orbital gap, eV: 9.80
Total energy, eV: -14433.2186
Max |F|, eV Å⁻¹: 4.30
ΔE to the lowest compared entry with this formula, charge and spin, kJ/mol: 436.7
2S+1: 1